C21H26N6O4S in the gas phase, computed with ωB97M-V/def2-TZVPD.

Cartesian coordinates (Å):
1 S -1.3769 -3.9440 0.2092
2 O -4.8215 2.1957 1.0704
3 O 2.2949 -2.8520 -0.1681
4 O 2.8874 0.8762 -3.5394
5 O 3.2988 1.6419 0.0975
6 N -1.4946 0.1048 -1.4897
7 N 0.8278 -2.5621 1.5589
8 N -2.5311 -1.6505 -0.2816
9 N -0.3534 -1.9371 -1.1380
10 N 0.5855 -0.2508 -2.3888
11 N -3.6158 0.3365 -0.6468
12 C 0.3918 -4.2961 -0.0488
13 C 1.6982 -1.0959 -2.7680
14 C 1.8703 1.7092 -3.0361
15 C 2.9944 -0.2818 -2.7401
16 C 3.2570 1.6852 1.3068
17 C -1.4252 -2.3271 -0.4878
18 C 0.5114 1.0049 -3.1026
19 C -3.7304 2.5788 0.2639
20 C 1.2303 -1.3597 2.1352
21 C 1.9306 1.0450 3.3586
22 C -4.7362 0.8375 1.4420
23 C 2.4064 0.7464 2.0832
24 C -3.6606 1.7318 -1.0129
25 C -4.7037 -0.0741 0.2095
26 C -0.4400 -0.6974 -1.6627
27 C 1.2729 -3.1406 0.4088
28 C 4.0565 2.6910 2.0951
29 C 2.0546 -0.4568 1.4772
30 C -2.5119 -0.4084 -0.8022
31 C 1.0941 0.1520 4.0038
32 C 0.7404 -1.0408 3.4015
33 H 0.7099 0.3876 4.9852
34 H 2.1856 1.9764 3.8384
35 H -2.7700 1.9688 -1.5923
36 H 3.2329 0.0067 -1.7087
37 H 1.5298 -1.4726 -3.7860
38 H -4.5494 -1.1140 0.4938
39 H -5.6164 0.6338 2.0534
40 H 0.5760 -4.4864 -1.1051
41 H 3.8144 -0.8714 -3.1515
42 H 2.0969 1.9842 -1.9969
43 H -2.7896 2.4646 0.8249
44 H 0.0158 -2.9937 1.9864
45 H -0.2705 1.6137 -2.6513
46 H 4.7910 3.1578 1.4438
47 H 2.4318 -0.6845 0.4935
48 H 1.8623 2.6044 -3.6606
49 H 3.3912 3.4634 2.4772
50 H 0.6075 -5.1960 0.5285
51 H 0.0806 -1.7306 3.9084
52 H -3.8842 3.6320 0.0241
53 H 4.5531 2.2126 2.9353
54 H -3.8275 0.6693 2.0407
55 H -4.5590 1.9059 -1.6152
56 H 1.7680 -1.9319 -2.0747
57 H -5.6423 0.0297 -0.3456
58 H 0.2600 0.8082 -4.1538

The calculation puts the energy above the lowest of the compared OMol25 structures with the same formula, charge and spin at 41.1 kcal/mol. The calculation puts the largest force on an atom at 0.665 eV/A. As for the gap between HOMO and LUMO: 8.832 eV. The calculation puts the HOMO energy at -8.6 eV. Its spin multiplicity is 1.

---

C21H26O in the gas phase in a non-equilibrium geometry, computed with ωB97M-V/def2-TZVPD.

Cartesian coordinates (Å):
1 O -0.1097 2.9056 0.1413
2 C 1.2469 2.2882 2.5894
3 C 1.4279 -4.6898 -1.6984
4 C -2.5266 -0.9679 0.9201
5 C -0.6493 0.7636 1.7489
6 C 0.9495 -3.3495 -1.1531
7 C -0.1362 -1.1321 -1.4985
8 C 0.1370 -2.4803 -1.9351
9 C 1.5871 -1.5269 2.0105
10 C -0.7829 1.8367 3.9517
11 C 1.4316 1.9026 -1.5410
12 C 0.2819 -0.7923 -0.1975
13 C -0.0047 0.6297 0.3283
14 C -1.9699 1.0896 4.2603
15 C 1.0475 -1.7082 0.6478
16 C -0.0586 1.6053 2.7685
17 C 1.3036 -2.9786 0.1323
18 C -2.3744 0.0989 3.2718
19 C -1.7819 -0.0264 1.9936
20 C -2.5683 1.2802 5.6609
21 C 0.4873 1.8112 -0.3031
22 C -0.9752 -0.2340 -2.3264
23 H -2.0779 -0.5036 -2.5195
24 H -0.2259 2.5142 4.6629
25 H -0.5419 -0.2315 -3.3682
26 H -0.8089 2.6906 0.7027
27 H -0.8905 0.7563 -2.0979
28 H 0.5738 -5.3875 -1.9255
29 H -3.2927 2.0720 5.5187
30 H 0.9545 -2.0134 2.7446
31 H 1.7731 2.2493 3.5108
32 H 1.8488 1.8602 1.7790
33 H 2.0559 -4.4304 -2.5776
34 H 0.8448 2.3505 -2.4260
35 H 1.8928 0.9169 -1.7440
36 H 1.1070 3.3850 2.3773
37 H -2.2642 -0.5270 -0.0605
38 H 2.5792 -1.8875 2.1196
39 H -3.0503 0.4197 6.2099
40 H -2.2775 -2.0109 1.0175
41 H 2.1170 -5.1264 -0.9635
42 H -3.6263 -0.8453 0.9599
43 H 1.6833 -0.4940 2.3282
44 H 1.7952 -3.7727 0.7068
45 H 0.0458 -2.7906 -2.9070
46 H -1.7169 1.6239 6.2356
47 H 2.2128 2.6329 -1.2514
48 H -3.3072 -0.4454 3.3584

The calculation puts the energy above the lowest of the compared OMol25 structures with the same formula, charge and spin at 0.0 kcal/mol. The calculation puts the largest force on an atom at 5.124 eV/A. As for the gap between HOMO and LUMO: 8.060 eV. The calculation puts the HOMO energy at -7.3 eV. Its spin multiplicity is 1.

---

A molecular structure, C21H27BHgN8O2, computed with ωB97M-V/def2-TZVPD.

Cartesian coordinates (Å):
1 Hg -0.4827 -0.5648 -1.2535
2 O -0.9018 -2.3155 0.6299
3 O 0.4945 -2.9461 -1.4530
4 N 1.2863 0.3708 0.3913
5 N 0.0011 -3.8222 -0.6157
6 N 0.0098 2.9815 -0.8350
7 N -1.8250 0.8013 0.4734
8 N 1.1700 1.5956 0.9649
9 N -0.7019 -3.5316 0.4367
10 N 0.0036 2.0756 -1.8373
11 N -1.3548 1.9322 1.0521
12 C 0.7265 -7.8797 -1.4487
13 C 2.1465 1.7713 1.8823
14 C 2.9166 0.6290 1.8993
15 C 2.7639 -1.5925 0.5431
16 C 0.0220 4.1320 -2.7148
17 C -1.9504 3.5295 2.8918
18 C 1.1902 -6.8809 -2.2900
19 C 0.0023 2.0378 -4.2885
20 C 0.9457 -5.5440 -2.0063
21 C -0.2453 -6.2001 -0.0125
22 C 2.3298 -0.2225 0.9449
23 C 0.0089 -7.5270 -0.3105
24 C -2.1853 2.3222 2.0431
25 C 0.0214 4.2349 -1.3369
26 C 0.0234 5.4673 -0.4914
27 C 2.3014 3.0128 2.6996
28 C -3.7393 -0.7201 0.6838
29 C 0.2270 -5.2034 -0.8675
30 C -3.2274 1.4207 2.0977
31 C -2.9499 0.4806 1.0881
32 C 0.0090 2.7497 -2.9730
33 B 0.0027 2.5545 0.6510
34 H -0.3595 -8.2972 0.3565
35 H 1.4413 3.1809 3.3500
36 H 2.0865 -2.0136 -0.2000
37 H 0.9201 -8.9212 -1.6728
38 H 3.1892 2.9205 3.3251
39 H -0.8783 1.4011 -4.3826
40 H 1.7509 -7.1392 -3.1803
41 H -4.0667 1.4396 2.7745
42 H 1.2946 -4.7453 -2.6432
43 H 0.0291 4.9416 -3.4272
44 H -1.8612 4.4355 2.2909
45 H -2.7872 3.6529 3.5790
46 H -3.2413 -1.2312 -0.1376
47 H 0.8783 1.3959 -4.3897
48 H 3.7724 -1.5649 0.1236
49 H -1.0359 3.4381 3.4802
50 H 3.7783 0.4345 2.5180
51 H 0.0277 6.3459 -1.1363
52 H -0.8026 -5.9235 0.8689
53 H 0.9006 5.5112 0.1557
54 H 0.1510 3.5450 1.3106
55 H -3.8229 -1.4284 1.5090
56 H 0.0021 2.7545 -5.1103
57 H -0.8574 5.5170 0.1508
58 H -4.7463 -0.4369 0.3686
59 H 2.4125 3.8978 2.0717
60 H 2.7860 -2.2597 1.4081

The calculation puts the energy above the lowest of the compared OMol25 structures with the same formula, charge and spin at 0.0 kcal/mol. The calculation puts the largest force on an atom at 0.118 eV/A. The total charge is -1. As for the gap between HOMO and LUMO (alpha / beta): 6.045 / 7.200 eV. The calculation puts the HOMO energy (alpha / beta) at -3.3 / -4.5 eV. As for the expectation value of S²: 0.754. Its spin multiplicity is 2.

---

A molecular structure, C21H27ClCsF6IN6O12P2S2 in a non-equilibrium geometry, computed with ωB97M-V/def2-TZVPD.

Cartesian coordinates (Å):
1 Cs 14.7603 -11.5352 6.1156
2 I 8.2952 -9.0714 8.7438
3 Cl 14.5633 -21.0717 4.2362
4 S 6.5292 -14.8281 4.2973
5 S 7.5088 -16.0486 1.9965
6 P 15.8392 -9.4596 9.3476
7 P 17.4082 -11.9009 9.1824
8 F 8.3552 -18.2585 2.9249
9 F 6.4604 -18.2806 1.7583
10 F 8.3934 -18.2771 0.7879
11 F 9.0731 -14.7954 5.0396
12 F 7.7862 -13.6935 6.3372
13 F 7.7772 -15.8470 6.4294
14 O 17.4780 -11.5612 7.6753
15 O 14.6337 -10.3516 9.2448
16 O 6.6988 -13.6025 3.5867
17 O 18.5139 -12.7108 9.8453
18 O 6.4907 -15.7142 0.9870
19 O 17.0283 -10.4522 9.8677
20 O 16.0525 -12.7973 9.4169
21 O 15.7760 -8.1886 10.0489
22 O 18.8283 -17.9809 7.2375
23 O 16.4701 -9.0669 7.8726
24 O 8.8720 -15.5722 1.9431
25 O 5.4362 -15.1029 5.1568
26 N 6.7805 -16.0784 3.4162
27 N 17.9326 -15.2924 6.5663
28 N 17.6514 -16.1399 5.5722
29 N 12.1575 -10.3765 8.2288
30 N 11.9299 -10.2914 6.9290
31 N 16.5508 -14.2393 5.2655
32 C 11.1347 -10.0303 8.9335
33 C 10.1153 -9.7601 8.0439
34 C 10.6854 -9.9428 6.7848
35 C 15.6153 -20.1953 6.5593
36 C 21.2521 -17.0811 8.5363
37 C 18.9287 -15.6529 7.5447
38 C 19.8119 -16.4279 10.4733
39 C 15.9831 -19.2974 7.5292
40 C 14.9737 -17.5662 6.1951
41 C 7.7105 -17.8561 1.8566
42 C 17.3712 -17.0610 9.0562
43 C 15.6126 -17.9576 7.3802
44 C 19.9489 -18.7626 9.6393
45 C 16.7998 -15.5316 4.8248
46 C 14.6562 -18.4460 5.1643
47 C 17.3500 -14.1367 6.3240
48 C 18.7038 -16.9803 8.2438
49 C 7.8919 -14.7673 5.6183
50 C 15.9709 -16.9360 8.3516
51 C 14.9625 -19.8172 5.4072
52 C 19.9212 -17.2919 9.2253
53 H 15.8742 -21.2434 6.7662
54 H 19.7994 -15.3549 10.2831
55 H 16.7784 -19.6416 8.2014
56 H 22.0550 -17.3282 9.2956
57 H 10.2744 -9.8068 5.8359
58 H 15.9447 -15.9582 7.9373
59 H 21.3157 -17.7028 7.6337
60 H 18.9235 -16.6226 10.9488
61 H 20.6387 -16.6042 11.2221
62 H 19.9404 -19.2957 8.7525
63 H 17.4560 -13.2691 6.9268
64 H 18.2467 -17.7212 6.5782
65 H 13.1210 -10.4382 8.6104
66 H 17.5120 -17.9047 9.7591
67 H 19.0793 -19.1446 10.2221
68 H 16.2195 -16.0493 4.0888
69 H 14.2448 -18.1192 4.1795
70 H 21.3528 -16.0431 8.3422
71 H 17.1166 -9.7168 7.6504
72 H 11.0290 -10.0253 10.0483
73 H 20.8340 -19.1319 10.2132
74 H 19.8919 -15.6337 7.0866
75 H 14.7556 -16.4884 5.9156
76 H 18.8915 -14.8601 8.3036
77 H 15.2668 -12.2072 9.4101
78 H 15.2280 -16.8730 9.1643
79 H 17.4048 -16.2052 9.6593

The calculation puts the largest force on an atom at 3.888 eV/A. The total charge is -2. As for the gap between HOMO and LUMO: 8.378 eV. The calculation puts the HOMO energy at -5.3 eV. Its spin multiplicity is 1.